A molecular structure, C45H53Cl3InN6O5S2Si, computed with wB97M-V/def2-TZVPD.

XYZ file:
```
116
Properties=species:S:1:pos:R:3
In -0.499 1.383 -0.246
C 1.677 -1.032 -7.143
C 1.201 -1.660 -5.825
C -0.269 -2.095 -5.968
C 2.066 -2.887 -5.531
C 1.270 -0.646 -4.688
C 0.905 0.681 -4.883
C 0.892 1.544 -3.805
N 1.221 1.182 -2.558
C 1.628 -0.082 -2.368
C 1.646 -1.007 -3.401
C 2.154 -0.444 -1.005
C 3.028 -1.510 -0.853
C 3.555 -1.803 0.395
C 3.169 -0.995 1.453
C 2.330 0.092 1.247
N 1.825 0.347 0.023
C 4.573 -2.916 0.628
C 4.863 -3.699 -0.652
C 4.043 -3.886 1.694
C 5.882 -2.277 1.125
H 1.786 -1.811 -7.903
H 2.645 -0.536 -7.017
H 0.962 -0.300 -7.526
H -0.380 -2.791 -6.809
H -0.919 -1.233 -6.146
H -0.618 -2.593 -5.057
H 2.043 -3.560 -6.389
H 1.696 -3.447 -4.667
H 3.108 -2.603 -5.345
H 0.594 1.051 -5.851
H 0.596 2.576 -3.949
H 1.934 -2.028 -3.187
H 3.312 -2.090 -1.721
H 3.526 -1.192 2.456
H 1.162 0.554 2.955
H 3.957 -4.167 -1.051
H 5.582 -4.494 -0.434
H 5.297 -3.059 -1.427
H 3.132 -4.384 1.346
H 3.812 -3.372 2.631
H 4.795 -4.653 1.906
H 6.241 -1.527 0.412
H 6.655 -3.045 1.237
H 5.742 -1.788 2.095
Cl -1.143 7.064 0.868
Si -0.739 5.105 1.233
Cl -0.365 4.939 3.252
Cl 1.092 4.673 0.314
O -2.032 2.929 0.400
N -1.953 4.227 0.426
C 4.302 1.975 2.520
C 3.090 1.499 3.330
C 2.540 2.718 4.097
C 1.956 1.028 2.378
C 3.461 0.417 4.354
C 4.781 0.028 4.578
C 5.100 -0.944 5.524
C 4.101 -1.544 6.275
C 2.779 -1.158 6.075
C 2.467 -0.190 5.130
H 3.964 2.697 1.767
H 4.813 1.163 1.998
H 5.027 2.481 3.167
H 2.448 3.576 3.425
H 3.211 2.984 4.917
H 1.549 2.512 4.514
H 1.511 1.918 1.935
H 5.582 0.480 4.004
H 6.136 -1.229 5.670
H 4.349 -2.299 7.012
H 1.986 -1.614 6.658
H 1.425 0.095 4.999
S -4.989 -1.354 4.069
C -3.537 -0.527 3.453
C -3.469 0.853 3.325
C -2.301 1.417 2.838
N -1.223 0.695 2.504
C -1.294 -0.632 2.645
C -2.423 -1.286 3.112
C -6.227 -0.700 2.957
C -6.930 0.452 3.276
C -7.934 0.867 2.412
N -8.266 0.214 1.298
C -7.561 -0.876 0.987
C -6.537 -1.377 1.786
H -4.315 1.481 3.568
H -2.223 2.490 2.709
H -0.421 -1.198 2.334
H -2.448 -2.367 3.188
H -6.721 1.001 4.186
H -8.507 1.766 2.630
H -7.827 -1.370 0.056
H -5.992 -2.270 1.503
C -2.547 -0.797 -0.401
O -1.136 -0.547 -0.438
H -2.736 -1.810 -0.769
H -3.133 -0.119 -1.027
H -2.957 -0.740 0.620
N -1.863 3.939 -2.613
C -2.935 3.029 -2.798
C -2.700 1.703 -3.148
C -3.757 0.829 -3.401
C -5.065 1.263 -3.289
C -5.310 2.589 -2.927
C -4.258 3.463 -2.691
S -6.436 0.143 -3.592
O -5.802 -1.142 -3.867
O -7.134 0.720 -4.733
O -7.207 0.172 -2.357
H -2.073 4.666 -1.949
H -1.004 3.489 -2.351
H -1.686 1.339 -3.216
H -3.581 -0.206 -3.676
H -6.340 2.921 -2.832
H -4.448 4.493 -2.398
```

## Properties
LUMO level (alpha / beta) ... 1.34 / 0.99 eV
Relative energy (zero: lowest compared OMol25 entry of this formula, charge and spin) ... 15.5 kcal per mole
Charge ... -1
Electronic energy ... -5108.09400 Eh
E_HOMO (alpha / beta) ... -4.80 / -4.83 eV